C38H41CsN5O3P3 | the ωB97M-V functional and the def2-TZVPD basis

The spin multiplicity is 1. The calculation puts the molar mass at 841.605 u. As for the net charge: 0. Its calculated total energy is -82075.71971 eV. The gap between HOMO and LUMO comes out at 7.94 eV.

Positions of all 91 atoms, in Å:
Cs (0.289, 0.484, -0.573)
C (2.394, 0.764, 4.152)
N (3.615, 0.805, 3.381)
C (3.996, -0.351, 2.591)
P (3.392, -0.305, 0.823)
C (3.863, 1.352, 0.219)
C (4.778, 1.590, -0.803)
C (5.066, 2.887, -1.202)
C (4.458, 3.963, -0.576)
C (3.533, 3.733, 0.432)
C (3.214, 2.440, 0.812)
C (4.562, -1.460, 0.039)
C (4.024, -2.504, -0.710)
C (4.850, -3.446, -1.309)
C (6.224, -3.352, -1.160)
C (6.775, -2.319, -0.413)
C (5.950, -1.382, 0.182)
C (4.609, 1.712, 3.771)
C (5.744, 1.922, 2.972)
C (6.714, 2.834, 3.342)
C (6.591, 3.574, 4.509)
C (5.472, 3.379, 5.298)
C (4.492, 2.462, 4.944)
P (0.932, 0.148, 3.202)
C (-0.469, 0.681, 4.231)
C (-0.607, 1.998, 4.672)
C (-1.774, 2.412, 5.293)
C (-2.824, 1.524, 5.469)
C (-2.702, 0.217, 5.028)
C (-1.532, -0.207, 4.418)
C (1.001, -1.658, 3.408)
C (1.393, -2.262, 4.604)
C (1.489, -3.640, 4.701)
C (1.187, -4.433, 3.602)
C (0.772, -3.844, 2.419)
C (0.676, -2.461, 2.320)
H (2.115, 1.798, 4.377)
H (2.528, 0.278, 5.132)
H (3.581, -1.262, 3.035)
H (5.080, -0.470, 2.640)
H (5.277, 0.763, -1.292)
H (5.781, 3.051, -1.998)
H (4.701, 4.975, -0.871)
H (3.061, 4.561, 0.946)
H (2.491, 2.274, 1.599)
H (2.949, -2.583, -0.815)
H (4.413, -4.251, -1.886)
H (6.868, -4.087, -1.624)
H (7.849, -2.251, -0.299)
H (6.383, -0.573, 0.759)
H (5.846, 1.405, 2.030)
H (7.568, 2.971, 2.691)
H (7.352, 4.288, 4.792)
H (5.349, 3.938, 6.217)
H (3.651, 2.328, 5.609)
H (0.181, 2.727, 4.522)
H (-1.863, 3.438, 5.626)
H (-3.740, 1.854, 5.942)
H (-3.523, -0.477, 5.148)
H (-1.448, -1.225, 4.063)
H (1.618, -1.651, 5.469)
H (1.797, -4.094, 5.634)
H (1.262, -5.510, 3.675)
H (0.505, -4.452, 1.565)
H (0.298, -2.025, 1.404)
C (-1.843, 6.604, 0.481)
N (-2.510, 5.375, 0.888)
C (-2.141, 5.080, 2.268)
N (-0.698, 4.984, 2.491)
C (-0.074, 6.219, 2.012)
N (-0.392, 6.563, 0.626)
C (0.199, 5.594, -0.304)
P (-0.361, 3.852, -0.024)
C (-2.168, 4.257, 0.006)
C (-0.145, 3.810, 1.805)
H (-2.226, 7.419, 1.102)
H (-2.091, 6.819, -0.561)
H (-2.611, 4.144, 2.578)
H (-2.523, 5.888, 2.900)
H (1.010, 6.137, 2.122)
H (-0.422, 7.038, 2.647)
H (1.289, 5.658, -0.217)
H (-0.039, 5.893, -1.328)
H (-2.711, 3.369, 0.340)
H (-2.515, 4.476, -1.007)
H (0.914, 3.721, 2.063)
H (-0.638, 2.909, 2.186)
O (-3.423, -0.410, 1.232)
N (-2.408, -0.149, 0.615)
O (-2.167, 0.999, 0.175)
O (-1.523, -1.014, 0.396)

---

C38H41N5OS2SiV | the ωB97M-V functional and the def2-TZVPD basis

The spin multiplicity is 4. The calculation puts the molar mass at 726.944 u. Its expectation value of S² is 3.782. As for the net charge: 0. For the energy relative to the best compared isomer or geometry (same formula, charge and spin), the calculation gives 21.25 kcal/mol. Its calculated total energy is -104809.32213 eV. The gap between HOMO and LUMO (alpha / beta) comes out at 6.10 / 6.73 eV.

Positions of all 89 atoms, in Å:
V (0.570, -0.846, 0.265)
N (0.562, -1.226, 2.467)
C (1.914, -1.203, 2.884)
C (2.307, -1.237, 4.193)
C (3.671, -1.252, 4.537)
C (4.636, -1.259, 3.570)
C (4.267, -1.187, 2.208)
C (5.208, -1.131, 1.158)
C (4.776, -0.994, -0.130)
C (3.401, -0.905, -0.387)
N (2.490, -0.957, 0.564)
C (2.900, -1.125, 1.865)
H (0.378, -2.099, 1.907)
H (-0.092, -1.155, 3.230)
H (1.554, -1.260, 4.973)
H (3.950, -1.276, 5.583)
H (5.687, -1.306, 3.831)
H (6.265, -1.189, 1.390)
H (5.472, -0.937, -0.956)
H (3.040, -0.778, -1.398)
S (0.482, -0.489, -1.982)
C (-0.978, 0.401, -2.177)
N (-1.190, 1.084, -3.339)
C (-2.483, 1.702, -3.562)
C (-2.975, 2.291, -2.262)
N (-3.024, 1.253, -1.251)
C (-4.166, 1.263, -0.342)
C (-5.437, 0.888, -1.073)
C (-5.563, -0.392, -1.611)
C (-6.696, -0.742, -2.328)
C (-7.716, 0.185, -2.517)
C (-7.597, 1.459, -1.984)
C (-6.458, 1.809, -1.266)
C (-1.975, 0.389, -1.152)
S (-1.839, -0.710, 0.157)
C (-0.175, 1.154, -4.386)
C (0.975, 2.083, -4.047)
C (0.724, 3.384, -3.624)
C (1.768, 4.242, -3.314)
C (3.082, 3.807, -3.432)
C (3.340, 2.512, -3.860)
C (2.291, 1.655, -4.161)
H (-3.212, 0.970, -3.929)
H (-2.379, 2.487, -4.310)
H (-3.975, 2.702, -2.394)
H (-2.298, 3.091, -1.944)
H (-4.263, 2.258, 0.100)
H (-3.955, 0.554, 0.452)
H (-4.763, -1.112, -1.458)
H (-6.787, -1.739, -2.741)
H (-8.603, -0.089, -3.075)
H (-8.388, 2.185, -2.129)
H (-6.368, 2.806, -0.846)
H (-0.679, 1.510, -5.285)
H (0.210, 0.155, -4.593)
H (-0.301, 3.730, -3.528)
H (1.559, 5.251, -2.981)
H (3.900, 4.474, -3.189)
H (4.363, 2.166, -3.953)
H (2.495, 0.638, -4.479)
C (0.782, 1.319, 0.493)
C (0.911, 1.800, 1.877)
C (-0.202, 1.919, 2.729)
C (-0.060, 2.245, 4.061)
C (1.211, 2.488, 4.598)
C (2.320, 2.441, 3.758)
C (2.167, 2.107, 2.425)
C (1.371, 2.759, 5.998)
N (1.495, 2.953, 7.127)
H (1.644, 1.635, -0.098)
H (-0.127, 1.717, 0.036)
H (-1.189, 1.721, 2.326)
H (-0.927, 2.310, 4.707)
H (3.303, 2.658, 4.159)
H (3.040, 2.074, 1.781)
C (1.305, -5.567, -0.427)
Si (0.687, -4.457, 0.958)
C (-0.951, -5.154, 1.579)
C (1.906, -4.635, 2.395)
O (0.510, -2.935, 0.471)
H (1.458, -6.585, -0.052)
H (2.255, -5.209, -0.836)
H (0.580, -5.611, -1.245)
H (-0.805, -6.133, 2.048)
H (-1.662, -5.275, 0.757)
H (-1.411, -4.492, 2.319)
H (2.148, -5.690, 2.559)
H (1.490, -4.245, 3.331)
H (2.847, -4.106, 2.207)